1.
DFT (the ωB97M-V functional and the def2-TZVPD basis) results for a molecular structure, C7H11N2S in a non-equilibrium geometry.

Values from the calculation:
Total charge = +1

XYZ file:
```
21
Properties=species:S:1:pos:R:3:lowdin_charge:R:1
C -1.76187 -1.44243 -0.85890 -0.01
C -2.67950 -0.98873 -0.00317 -0.03
C -0.72924 -0.04635 0.53263 -0.15
C 0.75741 -1.25555 -0.93322 -0.12
C 0.48713 0.77118 0.78577 -0.16
C 1.73975 -0.04598 -0.52615 -0.47
C 0.25472 2.22950 0.43399 -0.07
N -0.57819 -0.90012 -0.48784 -0.03
N -2.07473 -0.07553 0.82419 0.18
S 3.21069 -0.64800 0.30809 0.76
H -2.01570 -2.35107 -1.33827 0.14
H -3.66315 -1.21490 -0.12397 0.11
H 0.87034 -1.41151 -2.03495 0.14
H 1.03443 -2.24328 -0.39978 0.15
H 1.04617 0.62112 1.67849 0.10
H 1.87527 0.73160 -1.25642 0.08
H -0.21122 2.64325 1.35559 0.10
H -0.31331 2.44576 -0.44364 0.08
H 1.32174 2.60042 0.29847 0.11
H -2.65212 0.22171 1.59084 0.18
H 4.08137 0.35891 0.59826 -0.11
```

2.
DFT (the ωB97M-V functional and the def2-TZVPD basis) results for a molecular structure, C7H11N3O2 in a non-equilibrium geometry.

Values from the calculation:
Total charge = 0

XYZ file:
```
23
Properties=species:S:1:pos:R:3:lowdin_charge:R:1
C 2.86266 1.85503 0.30247 -0.09
C 2.49230 -0.49051 -0.31317 -0.25
C 1.44529 -1.67685 -0.38506 -0.22
C -0.83384 -0.85005 -0.53112 -0.41
C -1.85198 -0.90413 1.37491 -0.12
C -2.90815 -0.12321 0.87551 -0.06
C -2.80707 0.25389 -0.36899 -0.48
H 3.05052 2.13336 -0.81189 0.10
H 3.87142 1.39123 0.72215 0.10
H 2.59918 2.77077 1.05669 0.12
H 2.93008 -0.48817 -1.55141 0.18
H 3.34024 -1.10420 0.27841 0.14
H 1.08418 -1.85968 0.69889 0.13
H 1.78672 -2.61309 -1.09536 0.18
H -1.72097 -1.34341 2.42295 0.15
H -3.72544 -0.21168 1.56479 0.11
H -3.32728 1.87085 -1.71833 0.19
H -4.03720 2.07532 -0.09288 0.21
N -0.81517 -1.01161 0.69997 0.10
N -3.84423 1.04753 -0.89927 0.00
N -1.77173 -0.14976 -1.20528 0.22
O 1.85984 0.73713 0.11429 -0.24
O 0.32063 -1.30876 -1.13829 -0.06
```

3.
DFT (the ωB97M-V functional and the def2-TZVPD basis) results for 2 unconnected molecules or ions with the total composition C7H11N3O3 in a non-equilibrium geometry.

Values from the calculation:
Total charge = 0
SMILES string = O=c1cc[nH]c(=O)[nH]1.CNC(C)=O

XYZ file:
```
24
Properties=species:S:1:pos:R:3:lowdin_charge:R:1
O -2.21962 -2.14464 1.31449 0.06
C -1.03796 -1.94560 1.03523 -0.44
C -0.32816 -0.78287 1.34531 -0.11
C 1.05181 -0.90482 1.31777 -0.08
N 1.61269 -1.84535 0.49623 0.13
C 0.98849 -3.02141 0.34909 -0.53
O 1.62845 -4.12870 0.08992 -0.04
N -0.29610 -3.04788 0.55072 0.20
H -0.66097 -0.12893 2.33439 0.20
H 1.75763 -0.11348 1.77426 0.15
H 2.50156 -1.84643 0.22373 0.10
H -0.56306 -4.06404 0.60225 0.21
C 1.41108 2.45078 -0.44115 -0.06
N 0.06502 2.50164 -0.95262 0.02
C -0.83028 1.51561 -0.74573 -0.50
C -2.13621 1.67502 -1.52548 0.02
O -0.69993 0.58893 0.00013 0.04
H 1.50235 1.55042 0.16945 0.06
H 2.16773 2.30601 -1.28934 0.11
H 1.71327 3.34061 0.14954 0.09
H -0.20261 3.09780 -1.71778 0.13
H -2.13302 2.45767 -2.31377 0.09
H -2.95298 1.79966 -0.82766 0.08
H -2.33916 0.68999 -1.93900 0.09
```

4.
DFT (the ωB97M-V functional and the def2-TZVPD basis) results for C7H11N3O3S2 in the gas phase in a non-equilibrium geometry.

Values from the calculation:
Total charge = 0
SMILES string = CCCc1c[nH]c(=O)n([S@](N)(=O)=S)c1=O

XYZ file:
```
26
Properties=species:S:1:pos:R:3:lowdin_charge:R:1
C 2.28886 -1.29312 0.12074 -0.13
C 1.47270 -1.85494 1.21758 -0.25
C 0.78819 -0.65978 1.97330 -0.16
C 0.12383 0.38699 1.16179 -0.17
C 0.33647 1.68421 1.40793 -0.03
N -0.18658 2.60300 0.59537 0.13
C -0.93027 2.22696 -0.54986 -0.53
O -1.27598 3.08093 -1.34976 0.05
N -1.12274 0.90176 -0.68394 0.03
S -2.10726 0.61037 -2.30389 0.44
N -2.01604 -1.23211 -2.44451 -0.10
O -1.19044 1.10451 -3.28263 -0.35
S -3.99076 1.00502 -2.06890 0.33
C -0.82513 -0.09724 0.19353 -0.45
O -1.30625 -1.20287 0.18148 0.08
H 3.08784 -0.54378 0.49502 0.12
H 1.69338 -0.89201 -0.68654 0.07
H 2.85919 -1.96430 -0.46920 0.05
H 0.79142 -2.55258 0.97545 0.05
H 2.18880 -2.48171 1.98185 0.16
H 0.14531 -1.10035 2.76122 0.13
H 1.68136 -0.30105 2.48442 0.11
H 0.96915 2.11559 2.16389 0.14
H -0.19599 3.64176 0.72113 0.19
H -2.09730 -1.78565 -1.58450 0.04
H -1.18175 -1.39961 -3.01098 0.05
```

5.
DFT (the ωB97M-V functional and the def2-TZVPD basis) results for C7H11N3O4 in the gas phase in a non-equilibrium geometry.

Values from the calculation:
Total charge = 0
SMILES string = [H]/N=C1/C(=O)[C@@H](O)N([C@@H](O)[C@H](C)N)C1=O

XYZ file:
```
25
Properties=species:S:1:pos:R:3:lowdin_charge:R:1
H 4.45195 2.37324 -0.42702 0.07
N 4.58092 1.39806 -0.21695 0.19
C 3.49387 0.78857 -0.16234 -0.12
C 3.17607 -0.98013 0.17670 -0.17
O 3.85377 -1.64824 0.86747 0.17
C 1.88386 -1.15867 -0.55879 -0.27
O 1.15486 -2.12522 0.17059 0.03
N 1.26148 0.14449 -0.63618 0.09
C -0.07106 0.34265 -1.31915 -0.33
O -0.21934 -0.68466 -2.13383 0.00
C -1.27643 0.38127 -0.34930 -0.38
C -0.98472 0.87864 1.01879 -0.07
N -1.71251 -0.98685 -0.16369 0.05
C 2.08478 1.18167 -0.43947 -0.44
O 1.72508 2.34384 -0.50046 0.08
H 1.91167 -1.61403 -1.52072 0.16
H 1.75758 -2.60541 0.69198 0.07
H -0.21196 1.36300 -1.83780 0.19
H -0.82408 -1.34442 -1.65182 0.12
H -2.09708 0.85010 -0.73273 0.12
H -0.51122 1.92983 1.01470 0.11
H -0.22114 0.14257 1.44839 0.10
H -1.89846 0.97014 1.68498 0.10
H -2.73037 -1.04144 -0.11502 0.11
H -1.32190 -1.37935 0.60612 0.03
```

| no. | HOMO energy (hartree) | lowest unoccupied orbital energy (eV) | Kohn-Sham gap (eV) |
| --- | --- | --- | --- |
| 1 | -0.45814 | -3.1 | 9.4102 |
| 2 | -0.33415 | 0.5 | 9.6338 |
| 3 | -0.29610 | 0.4 | 8.4566 |
| 4 | -0.33788 | -0.1 | 9.1129 |
| 5 | -0.33402 | -0.3 | 8.7720 |